Formula: C17H18N2OS
Source: OMol25
Level of theory: ωB97M-V with the def2-TZVPD basis set

Results
**Energy relative to the best compared isomer or geometry (same formula, charge and spin)**: 15.60 kcal/mol
**SMILES**: O=C(CCCc1c[nH]c2ccccc12)NCc1cccs1

Element x y z (Å)
O (2.070, 0.291, -0.318)
C (1.193, 0.893, -0.899)
N (0.178, 0.293, -1.562)
H (-0.546, 0.881, -1.944)
C (-0.149, -1.127, -1.523)
C (1.047, -1.989, -1.299)
C (2.049, -2.279, -2.172)
C (3.027, -3.139, -1.625)
C (2.746, -3.500, -0.349)
S (1.287, -2.788, 0.213)
H (3.307, -4.140, 0.303)
H (3.897, -3.471, -2.162)
H (2.094, -1.882, -3.170)
H (-0.888, -1.315, -0.735)
H (-0.601, -1.377, -2.490)
C (1.199, 2.411, -1.044)
H (2.083, 2.778, -0.521)
H (1.313, 2.640, -2.107)
C (-0.046, 3.119, -0.505)
H (0.013, 4.175, -0.781)
H (-0.946, 2.710, -0.969)
C (-0.176, 3.016, 1.020)
C (-0.308, 1.601, 1.477)
C (0.625, 0.867, 2.148)
N (0.170, -0.403, 2.358)
C (-1.068, -0.527, 1.805)
C (-1.923, -1.621, 1.737)
C (-3.138, -1.445, 1.110)
C (-3.503, -0.209, 0.569)
C (-2.661, 0.879, 0.632)
C (-1.418, 0.730, 1.249)
H (-2.960, 1.831, 0.219)
H (-4.469, -0.111, 0.094)
H (-3.825, -2.275, 1.035)
H (-1.637, -2.574, 2.154)
H (0.712, -1.156, 2.745)
H (1.600, 1.162, 2.484)
H (0.705, 3.460, 1.487)
H (-1.053, 3.590, 1.333)

Charges in e, computed with natural (NBO), in the same order as the atoms: O -0.631; C 0.699; N -0.622; H 0.392; C -0.252; C -0.184; C -0.246; C -0.250; C -0.416; S 0.430; H 0.231; H 0.221; H 0.218; H 0.219; H 0.213; C -0.501; H 0.228; H 0.224; C -0.377; H 0.211; H 0.187; C -0.414; C -0.123; C 0.026; N -0.539; C 0.195; C -0.263; C -0.227; C -0.242; C -0.205; C -0.113; H 0.209; H 0.211; H 0.214; H 0.218; H 0.419; H 0.218; H 0.212; H 0.212

=====

Formula: C34H44Br2N6O2Si2
Source: OMol25
Level of theory: ωB97M-V with the def2-TZVPD basis set

Element x y z (Å)
C (-0.057, 0.638, -6.084)
C (-0.363, -0.960, -5.822)
O (-1.655, -1.342, -5.885)
N (0.691, -2.010, -5.520)
C (1.541, -1.628, -4.311)
C (0.833, -2.134, -2.883)
C (1.374, -1.279, -1.590)
C (0.191, -0.356, -0.862)
Si (-0.408, 0.911, -2.195)
O (-1.378, 2.223, -1.538)
Si (-0.762, 3.665, -2.405)
C (0.477, 4.558, -1.233)
Br (-0.231, 5.388, 0.473)
C (1.926, 4.632, -1.565)
C (2.656, 4.047, -2.911)
Br (3.105, 5.583, -0.210)
H (1.012, 0.971, -5.728)
H (-0.179, 0.983, -7.196)
H (-0.833, 1.240, -5.446)
H (0.193, -2.916, -5.366)
H (1.738, -0.476, -4.257)
H (2.612, -2.135, -4.457)
H (-0.335, -2.176, -2.994)
H (1.197, -3.244, -2.734)
H (2.318, -0.628, -1.893)
H (1.741, -2.055, -0.762)
H (0.773, 0.282, -0.040)
H (-0.660, -1.005, -0.386)
H (-1.052, 0.257, -3.354)
H (0.819, 1.540, -2.736)
H (-1.957, 4.522, -2.593)
H (-0.229, 3.349, -3.727)
H (2.415, 4.756, -3.839)
H (2.466, 2.913, -3.130)
H (3.829, 4.155, -2.731)
N (-0.152, 2.495, 3.330)
C (-0.117, 1.805, 4.491)
C (0.832, 2.008, 5.480)
C (1.809, 2.975, 5.267)
C (1.801, 3.701, 4.080)
C (0.809, 3.428, 3.152)
H (-0.899, 1.060, 4.610)
H (0.810, 1.427, 6.395)
H (2.570, 3.161, 6.019)
H (2.549, 4.460, 3.883)
H (0.758, 3.970, 2.212)
N (5.641, 0.271, 4.832)
C (6.748, 0.569, 5.547)
C (7.273, 1.847, 5.657)
C (6.628, 2.883, 4.990)
C (5.487, 2.607, 4.244)
C (5.036, 1.298, 4.197)
H (7.218, -0.274, 6.046)
H (8.164, 2.029, 6.247)
H (7.011, 3.898, 5.052)
H (4.961, 3.392, 3.713)
H (4.147, 1.032, 3.631)
N (-3.419, -2.168, -1.044)
C (-3.715, -1.368, 0.004)
C (-4.332, -1.812, 1.163)
C (-4.672, -3.158, 1.253)
C (-4.382, -4.007, 0.190)
C (-3.759, -3.470, -0.926)
H (-3.433, -0.326, -0.116)
H (-4.544, -1.125, 1.974)
H (-5.158, -3.542, 2.145)
H (-4.634, -5.060, 0.229)
H (-3.509, -4.093, -1.780)
N (-0.115, -0.098, 7.778)
C (-1.465, -0.148, 7.822)
C (-2.180, -1.216, 8.339)
C (-1.471, -2.303, 8.838)
C (-0.080, -2.283, 8.805)
C (0.546, -1.168, 8.272)
H (-1.973, 0.723, 7.417)
H (-3.264, -1.201, 8.351)
H (-1.997, -3.159, 9.251)
H (0.501, -3.114, 9.186)
H (1.629, -1.102, 8.227)
N (-3.658, -4.410, -7.183)
C (-4.448, -4.829, -8.196)
C (-5.032, -3.979, -9.121)
C (-4.797, -2.613, -9.000)
C (-3.989, -2.150, -7.966)
C (-3.446, -3.079, -7.093)
H (-4.604, -5.903, -8.246)
H (-5.656, -4.371, -9.916)
H (-5.239, -1.916, -9.706)
H (-3.787, -1.092, -7.845)
H (-2.807, -2.767, -6.272)

Charges in e, computed with Mulliken, in the same order as the atoms: C -0.675; C 0.377; O -0.587; N -0.219; C -0.365; C -0.388; C -0.745; C -0.467; Si 0.521; O -0.241; Si 0.393; C -0.031; Br -0.163; C 0.325; C -0.711; Br -0.183; H 0.233; H 0.369; H 0.111; H 0.342; H -0.021; H 0.279; H 0.226; H 0.337; H 0.305; H 0.327; H 0.228; H 0.334; H -0.146; H -0.286; H -0.218; H -0.115; H 0.259; H 0.141; H 0.323; N -0.471; C -0.359; C -0.072; C -0.479; C -0.564; C 0.314; H 0.415; H 0.536; H 0.452; H 0.474; H -0.079; N -0.559; C -0.230; C -0.293; C -0.339; C -0.259; C -0.261; H 0.357; H 0.353; H 0.368; H 0.401; H 0.465; N -0.302; C -0.119; C -0.652; C -0.124; C -0.485; C -0.187; H 0.444; H 0.362; H 0.362; H 0.352; H 0.366; N -0.327; C -0.165; C -0.616; C -0.082; C -0.606; C -0.161; H 0.396; H 0.350; H 0.360; H 0.351; H 0.384; N -0.550; C -0.228; C -0.339; C -0.315; C -0.459; C -0.317; H 0.361; H 0.349; H 0.361; H 0.364; H 0.834

=====

Formula: C20H32N6O4
Source: OMol25
Level of theory: ωB97M-V with the def2-TZVPD basis set

Results
**Energy relative to the best compared isomer or geometry (same formula, charge and spin)**: 0.34 kcal/mol
**SMILES**: CCCCCn1c(CN2CCN(C(=O)OCC)CC2)nc2c1c(=O)n(C)c(=O)n2C

Element x y z (Å)
C (2.771, 3.163, -4.821)
C (1.758, 3.325, -3.695)
C (2.340, 2.872, -2.358)
C (1.382, 3.054, -1.181)
C (0.214, 2.060, -1.174)
N (0.665, 0.694, -1.066)
C (1.199, 0.050, 0.000)
N (1.607, -1.171, -0.296)
C (1.330, -1.332, -1.605)
C (0.741, -0.189, -2.123)
C (0.272, -0.113, -3.472)
O (-0.323, 0.815, -3.991)
N (0.567, -1.283, -4.174)
C (1.183, -2.432, -3.693)
O (1.372, -3.390, -4.409)
N (1.556, -2.434, -2.367)
C (2.185, -3.608, -1.801)
H (3.263, -3.580, -1.971)
H (1.775, -4.492, -2.287)
H (1.985, -3.615, -0.733)
C (0.170, -1.344, -5.571)
H (-0.544, -2.154, -5.719)
H (1.044, -1.534, -6.193)
H (-0.282, -0.389, -5.828)
C (1.274, 0.602, 1.382)
N (0.411, -0.152, 2.275)
C (-0.994, -0.018, 1.936)
C (-1.816, -0.976, 2.800)
N (-1.577, -0.698, 4.196)
C (-2.466, -0.119, 5.034)
O (-2.203, 0.235, 6.160)
O (-3.700, -0.027, 4.481)
C (-4.710, 0.534, 5.316)
C (-4.669, 2.056, 5.307)
H (-5.491, 2.447, 5.900)
H (-4.755, 2.430, 4.289)
H (-3.730, 2.400, 5.735)
H (-5.651, 0.163, 4.904)
H (-4.577, 0.162, 6.337)
C (-0.178, -0.759, 4.554)
C (0.629, 0.189, 3.668)
H (1.691, 0.079, 3.895)
H (0.329, 1.231, 3.884)
H (-0.083, -0.483, 5.605)
H (0.176, -1.783, 4.404)
H (-2.878, -0.874, 2.585)
H (-1.494, -2.002, 2.593)
H (-1.130, -0.277, 0.884)
H (-1.353, 1.017, 2.097)
H (1.024, 1.677, 1.382)
H (2.300, 0.482, 1.741)
H (-0.349, 2.136, -2.105)
H (-0.456, 2.282, -0.337)
H (1.945, 2.948, -0.250)
H (0.964, 4.062, -1.207)
H (3.245, 3.451, -2.155)
H (2.638, 1.822, -2.427)
H (1.462, 4.375, -3.620)
H (0.870, 2.741, -3.935)
H (3.058, 2.119, -4.926)
H (2.348, 3.496, -5.765)
H (3.669, 3.746, -4.621)

Charges in e, computed with natural (NBO), in the same order as the atoms: C -0.597; C -0.414; C -0.399; C -0.396; C -0.233; N -0.304; C 0.406; N -0.491; C 0.360; C -0.096; C 0.658; O -0.636; N -0.451; C 0.792; O -0.628; N -0.409; C -0.410; H 0.204; H 0.234; H 0.230; C -0.417; H 0.213; H 0.215; H 0.242; C -0.264; N -0.424; C -0.237; C -0.220; N -0.450; C 0.896; O -0.665; O -0.530; C -0.067; C -0.635; H 0.215; H 0.206; H 0.225; H 0.186; H 0.200; C -0.224; C -0.229; H 0.208; H 0.167; H 0.247; H 0.199; H 0.238; H 0.201; H 0.209; H 0.163; H 0.178; H 0.233; H 0.255; H 0.208; H 0.199; H 0.211; H 0.204; H 0.197; H 0.189; H 0.228; H 0.200; H 0.210; H 0.198

=====

Formula: C38H60N4O3SeZr
Source: OMol25
Level of theory: ωB97M-V with the def2-TZVPD basis set

Results
**Energy relative to the best compared isomer or geometry (same formula, charge and spin)**: 14.94 kcal/mol
**Net charge**: +2

Element x y z (Å)
Zr (-0.086, 2.096, 0.818)
C (2.040, -5.077, 2.764)
C (3.080, -4.359, 1.905)
C (4.377, -4.231, 2.717)
C (3.339, -5.206, 0.650)
C (2.612, -2.968, 1.485)
C (1.380, -2.444, 1.848)
C (1.039, -1.171, 1.426)
Se (-0.676, -0.439, 1.814)
C (-1.627, -0.849, 0.189)
C (-2.240, -2.094, 0.082)
C (-2.862, -2.458, -1.100)
C (-2.844, -1.535, -2.150)
C (-2.251, -0.282, -2.087)
C (-1.630, 0.063, -0.873)
O (-1.036, 1.265, -0.703)
C (-2.229, 0.678, -3.277)
C (-2.983, 0.113, -4.484)
C (-0.771, 0.909, -3.709)
C (-2.896, 2.012, -2.902)
C (-3.541, -3.811, -1.295)
C (-2.859, -4.553, -2.454)
C (-3.448, -4.685, -0.044)
C (-5.023, -3.589, -1.625)
C (1.884, -0.368, 0.646)
O (1.442, 0.868, 0.334)
C (3.120, -0.888, 0.234)
C (3.428, -2.173, 0.688)
C (4.154, -0.211, -0.678)
C (5.474, -0.048, 0.091)
C (3.765, 1.173, -1.212)
C (4.384, -1.108, -1.905)
H (2.416, -6.061, 3.042)
H (1.832, -4.534, 3.689)
H (1.102, -5.228, 2.226)
H (4.728, -5.219, 3.018)
H (5.173, -3.762, 2.138)
H (4.218, -3.638, 3.619)
H (3.669, -6.205, 0.938)
H (2.433, -5.306, 0.050)
H (4.117, -4.773, 0.020)
H (0.685, -3.016, 2.447)
H (-2.214, -2.771, 0.924)
H (-3.324, -1.824, -3.073)
H (-2.543, -0.820, -4.839)
H (-4.037, -0.059, -4.261)
H (-2.933, 0.829, -5.304)
H (-0.320, -0.023, -4.051)
H (-0.736, 1.621, -4.536)
H (-0.165, 1.290, -2.885)
H (-3.932, 1.853, -2.598)
H (-2.369, 2.516, -2.091)
H (-2.905, 2.675, -3.769)
H (-1.801, -4.719, -2.243)
H (-3.332, -5.524, -2.603)
H (-2.936, -4.002, -3.392)
H (-2.412, -4.905, 0.222)
H (-3.940, -4.222, 0.814)
H (-3.945, -5.637, -0.229)
H (-5.154, -3.011, -2.540)
H (-5.519, -4.550, -1.769)
H (-5.531, -3.064, -0.814)
H (4.382, -2.586, 0.388)
H (5.341, 0.587, 0.970)
H (5.869, -1.004, 0.428)
H (6.227, 0.412, -0.550)
H (3.667, 1.898, -0.399)
H (4.560, 1.529, -1.870)
H (2.843, 1.120, -1.799)
H (4.743, -2.097, -1.624)
H (3.460, -1.236, -2.473)
H (5.131, -0.660, -2.561)
N (1.854, 2.668, 2.317)
C (1.551, 2.489, 3.744)
C (0.357, 3.365, 4.046)
N (-0.730, 3.049, 3.073)
C (-1.914, 2.477, 3.761)
C (-2.915, 1.865, 2.768)
N (-2.476, 2.073, 1.374)
H (2.552, 1.997, 2.007)
H (2.250, 3.591, 2.149)
H (2.394, 2.739, 4.390)
H (1.306, 1.437, 3.909)
H (0.636, 4.416, 3.938)
H (0.012, 3.231, 5.070)
H (-1.020, 3.948, 2.702)
H (-2.387, 3.251, 4.370)
H (-1.555, 1.709, 4.445)
H (-3.919, 2.258, 2.929)
H (-2.971, 0.790, 2.928)
H (-2.883, 2.911, 0.970)
H (-2.831, 1.313, 0.795)
O (1.281, 3.309, -0.594)
C (0.690, 4.091, -1.637)
C (-0.376, 4.917, -0.986)
C (-0.784, 6.114, -1.555)
C (-1.786, 6.846, -0.948)
C (-2.346, 6.352, 0.222)
C (-1.880, 5.154, 0.719)
N (-0.907, 4.423, 0.144)
H (1.921, 2.661, -0.944)
H (0.247, 3.434, -2.393)
H (1.447, 4.722, -2.102)
H (-0.310, 6.462, -2.463)
H (-2.119, 7.784, -1.370)
H (-3.130, 6.882, 0.743)
H (-2.329, 4.766, 1.626)

These are the Mulliken partial charges, in e, on atoms 1 to 99: Zr 0.547; C -1.996; C 1.840; C -1.612; C -1.601; C -0.426; C -0.238; C -0.321; Se 0.172; C 0.696; C -0.452; C -0.382; C -0.206; C -0.910; C -0.032; O 1.036; C 2.133; C -2.331; C -1.177; C -1.432; C 1.826; C -1.571; C -2.118; C -1.560; C -0.199; O 1.008; C 0.223; C -0.723; C 1.965; C -1.748; C -1.422; C -1.758; H 0.442; H 0.371; H 0.319; H 0.465; H 0.307; H 0.350; H 0.468; H 0.347; H 0.330; H 0.682; H 0.533; H 0.525; H 0.434; H 0.437; H 0.453; H 0.347; H 0.494; H -0.294; H 0.343; H -0.055; H 0.485; H 0.343; H 0.470; H 0.324; H 0.402; H 0.391; H 0.440; H 0.316; H 0.449; H 0.365; H 0.423; H 0.326; H 0.344; H 0.474; H 0.178; H 0.710; H 0.049; H 0.339; H 0.383; H 0.483; N -0.367; C -0.336; C -0.961; N 0.156; C -0.684; C -0.824; N -0.416; H 0.047; H 0.291; H 0.509; H 0.168; H 0.312; H 0.443; H 0.073; H 0.444; H 0.536; H 0.510; H 0.282; H 0.376; H 0.097; O -0.759; C -0.571; C 0.609; C -1.073; C -0.369; C -1.352; C -0.090

=====

HOMO energy (eV)
-7.787, -9.100, -8.409, -12.755
LUMO level (eV)
0.704, -0.047, 0.591, -5.706
Frontier orbital gap (eV)
8.5, 9.1, 9.0, 7.0